No. 1
C18H55NO13 as an isolated structure in a non-equilibrium geometry. Source: OMol25; level of theory: wB97M-V/def2-TZVPD.

The calculated total energy is -47644.53629 eV. The total charge is 0. The frontier orbital gap comes out at 7.415 eV. The energy above the lowest of the compared OMol25 structures with the same formula, charge and spin comes out at 698.44 kJ/mol.

```
87
Properties=species:S:1:pos:R:3:forces:R:3:mulliken_charge:R:1
C 0.721417 4.604348 -3.890375 5.54 -5.79 -0.73 -0.716
O 0.128874 3.350418 -4.215916 -1.57 -1.22 0.52 -0.476
C -0.406124 2.600820 -3.011102 1.12 -1.61 -7.89 -0.447
C -1.340490 1.519606 -3.691579 0.89 1.88 -1.95 -0.828
N -1.926105 0.761948 -2.576329 -4.72 1.29 -1.56 0.564
H -1.173217 0.658545 -1.910534 0.62 -1.07 1.08 -0.165
H -2.704997 1.400942 -2.157521 2.02 -1.26 -0.37 0.454
C -2.752258 -0.435867 -3.093815 0.48 0.43 -0.37 -0.722
C -3.550586 -1.138550 -1.954316 -0.33 0.67 0.45 0.140
O -3.964836 -2.396695 -2.452390 -0.53 -0.22 2.46 -0.413
C -4.761581 -3.089674 -1.371689 -0.10 2.21 -0.38 -0.802
H 1.189278 5.007566 -4.799414 -0.16 -0.12 0.48 0.242
H 1.493928 4.232279 -3.102354 -0.57 1.71 -1.17 0.234
H 0.070580 5.175722 -3.477002 -4.16 4.18 2.60 0.390
H -0.826268 3.258673 -2.406138 -2.40 2.63 2.99 0.826
H 0.383367 2.095379 -2.623622 2.46 -1.09 1.67 0.130
H -0.970512 0.898472 -4.595171 0.74 0.23 2.39 0.365
H -1.989184 2.086587 -4.393655 -0.93 -0.06 1.43 0.412
H -2.055739 -1.194862 -3.465052 0.07 0.32 -0.10 0.328
H -3.286737 0.077575 -4.003426 0.36 -1.47 1.92 0.336
H -4.482482 -0.502433 -1.711090 1.33 -0.80 0.07 0.341
H -2.913647 -1.356349 -1.012184 -0.79 1.05 -1.34 0.046
H -5.088891 -3.865769 -1.930825 -1.06 -2.88 -1.41 0.402
H -5.686252 -2.507624 -1.178639 0.70 0.14 0.13 0.322
H -4.377418 -3.489727 -0.402103 0.83 1.00 -0.94 0.245
C -0.020414 0.414477 0.005772 -3.55 2.89 6.72 1.560
O -1.248337 0.762152 0.666918 4.75 -1.85 -3.98 -0.817
O 1.047256 0.405784 0.872238 0.02 -0.22 -3.06 -0.665
O 0.246369 0.345926 -1.145252 -0.15 -0.36 -2.85 -0.774
H 0.665138 0.537023 1.701639 -0.96 0.52 3.12 -0.080
C 0.793335 3.881456 2.244317 1.45 0.97 -0.75 -1.052
C 0.660671 3.913671 0.702736 -0.43 -2.83 2.18 0.189
O -0.675448 3.504973 0.282734 0.72 3.42 -0.12 -0.656
H 0.079001 4.469205 2.655435 -2.53 1.99 1.36 0.470
H 1.722619 4.261209 2.715549 0.00 -0.07 -1.00 0.383
H 0.660434 2.947231 2.695643 -0.26 -1.83 0.10 0.107
H 1.416100 3.163980 0.565611 0.39 -0.44 -1.79 -0.169
H 0.935485 4.851039 0.280477 -0.17 0.61 -0.48 0.544
H -0.979987 2.628587 0.129792 0.74 -1.70 0.57 0.332
C 0.653795 -3.950061 2.071359 -1.09 -2.92 -0.69 -1.356
C 1.558811 -2.821931 1.577799 -11.58 -6.40 0.58 0.662
O 1.284792 -1.685716 2.306872 -0.38 -0.19 0.12 -0.143
H 0.731864 -5.022761 1.533059 0.43 2.52 0.59 0.260
H -0.460825 -3.702476 1.930501 3.81 -2.05 1.44 0.111
H 0.886401 -4.237058 3.095322 -0.20 0.32 0.41 0.387
H 1.385320 -2.823458 0.331988 -2.11 -0.65 3.39 0.277
H 2.583776 -2.939387 1.645763 -8.16 -4.55 0.77 -0.546
H 1.630349 -1.083721 1.675839 0.47 2.18 -0.14 0.020
C 4.320005 -1.240184 1.089914 0.32 0.20 0.10 -1.037
C 3.333849 -2.322424 0.697114 9.06 3.51 -2.04 0.982
O 3.976421 -3.261433 -0.128848 -0.48 -2.23 2.68 -0.683
H 4.682319 -0.768335 0.178936 1.35 -0.27 -0.06 0.309
H 5.006055 -1.803667 1.867979 -0.60 1.94 -1.98 0.311
H 3.830281 -0.356699 1.496992 -0.16 -0.23 0.90 0.131
H 2.315577 -2.165575 0.252202 3.41 2.02 -0.06 -0.759
H 3.306288 -2.761766 1.749458 8.71 2.08 -1.90 0.750
H 4.179978 -2.950645 -0.964829 0.50 1.36 -2.51 0.401
C 3.497659 0.509680 -2.148100 0.71 1.19 2.81 -0.464
O 3.089356 1.490691 -1.065104 0.86 -1.20 -0.96 -0.622
H 3.550388 -0.552843 -1.854962 -0.38 0.53 0.20 -0.026
H 4.508695 0.787162 -2.487462 -0.37 0.13 0.41 0.365
H 2.841205 0.686871 -2.933630 -1.28 -0.11 -1.52 0.245
H 2.470634 1.159737 -0.380720 0.55 -0.43 -0.95 0.184
C 1.444200 -2.465720 -2.748936 -1.35 -1.54 -0.76 -0.575
O 0.185673 -2.044648 -2.120565 0.30 -8.61 -4.29 -0.455
H 2.024189 -1.733322 -3.286489 -0.56 0.80 -0.58 0.271
H 1.349899 -3.442038 -3.501414 -0.20 2.59 2.39 0.227
H 2.048741 -2.644260 -1.901266 1.06 -1.20 0.66 0.065
H 0.181312 -1.231960 -1.849237 0.72 7.36 2.23 0.517
C -3.241263 2.309696 2.980976 -1.87 0.51 -3.32 -0.671
O -2.071764 1.480445 3.008959 -0.36 0.78 0.71 -0.486
H -3.066753 3.336161 2.423832 0.02 -1.63 1.59 0.226
H -4.007108 2.448815 3.843747 2.39 -0.51 -0.62 0.257
H -3.907076 1.788088 2.217754 0.30 0.61 0.76 0.186
H -1.767053 1.263653 2.061618 -0.50 0.51 1.45 0.461
C 0.475357 0.138010 5.306301 0.49 -2.98 -2.20 -0.873
O 0.358916 0.790824 4.081517 -2.88 2.18 -0.65 -0.349
H -0.432767 -0.254500 5.700606 -1.21 0.04 0.29 0.341
H 0.898922 0.805838 5.960926 1.51 0.93 2.09 0.356
H 1.019699 -0.801624 5.015663 0.31 0.94 1.05 0.154
H -0.501413 1.348171 4.174788 1.86 -1.21 -1.06 0.228
C -1.767796 -2.510537 2.132678 -1.32 3.17 -1.52 -0.973
O -2.650536 -1.511110 1.530132 0.26 -1.95 0.49 -0.530
H -1.285598 -2.035122 2.965274 1.04 0.08 0.10 0.265
H -1.127600 -3.006724 1.420334 -1.15 1.96 -1.07 0.269
H -2.333719 -3.236927 2.539048 -2.26 -2.68 1.33 0.687
H -2.021797 -0.813254 1.558948 0.15 1.88 -0.61 0.066
```
Forces are in eV/Å.

=====

No. 2
C11H40ClFNO14S as an isolated structure in a non-equilibrium geometry. Source: OMol25; level of theory: wB97M-V/def2-TZVPD.

The calculated total energy is -68279.88992 eV. The total charge is -1. The frontier orbital gap comes out at 7.048 eV.

```
69
Properties=species:S:1:pos:R:3:forces:R:3:mulliken_charge:R:1
O -3.143410 0.405139 5.573339 1.74 -2.71 -2.80 -0.604
C -3.146990 -0.224848 4.447099 -7.20 5.18 0.42 0.279
O -4.181538 0.015190 3.577316 5.79 -2.61 2.76 -0.633
N -2.002565 -1.164941 4.209612 0.35 1.43 -0.05 0.054
Cl -2.462368 -2.580441 3.340203 0.02 0.11 0.02 -0.020
S -0.723023 -0.439622 3.279732 3.67 -4.21 -4.27 1.079
O -1.042386 -0.539915 1.803109 0.49 2.03 4.20 -0.572
O 0.516656 -1.286070 3.536237 -3.42 3.26 0.36 -0.533
F -0.370067 1.124781 3.767772 -1.17 -2.88 -0.44 -0.266
C 0.367101 -2.358981 -0.651501 0.03 -0.03 0.23 0.197
O 0.474625 -3.399677 0.311568 0.15 -0.26 0.25 -0.557
H -0.138398 -2.746785 -1.535885 0.10 0.00 0.12 0.010
H -0.213280 -1.535122 -0.236087 -0.01 -0.08 -0.28 -0.038
H 1.365332 -2.011398 -0.928983 -0.12 0.18 -0.20 0.123
H 0.924806 -3.029197 1.082451 -0.25 -0.10 -0.11 0.267
C -3.729452 1.950679 9.177743 0.19 -0.19 -0.41 -0.555
O -2.951364 1.970369 7.993475 0.06 0.01 0.37 -0.372
H -3.665971 2.928052 9.658874 -0.01 -0.05 -0.07 0.175
H -4.772264 1.736871 8.928288 -0.10 0.03 0.24 0.259
H -3.343124 1.186184 9.858158 -0.18 0.03 0.24 0.272
H -3.026119 1.092763 7.587746 0.10 0.36 -0.49 0.297
C 1.430579 -1.116167 -4.505446 -0.36 -0.09 -0.05 -0.622
O 0.270278 -1.629421 -3.869292 -0.08 0.11 0.16 -0.409
H 2.233453 -1.043883 -3.770644 -0.13 0.00 0.00 0.256
H 1.736117 -1.788405 -5.310396 0.13 0.16 -0.05 0.275
H 1.219426 -0.122971 -4.908792 0.29 0.01 -0.09 0.305
H -0.422625 -1.682821 -4.540717 0.17 -0.23 0.20 0.226
C -2.102544 5.715974 6.781079 0.01 -0.36 0.05 -0.490
O -2.436666 5.406605 8.125590 0.08 0.01 0.33 -0.524
H -2.517869 6.693196 6.530999 0.01 -0.07 0.13 0.232
H -1.015614 5.745437 6.668605 -0.01 0.07 -0.24 0.231
H -2.525803 4.961757 6.113497 0.11 0.11 -0.17 0.244
H -2.057851 4.538197 8.319787 -0.26 0.10 -0.13 0.291
C 4.024361 -0.411674 -7.882401 0.08 -0.16 0.15 -0.468
O 3.650967 -0.728968 -6.550397 0.09 -0.09 0.06 -0.476
H 3.623344 0.569933 -8.137403 -0.03 -0.10 0.11 0.157
H 5.114384 -0.389403 -7.963674 0.01 0.06 -0.24 0.269
H 3.613177 -1.159292 -8.566248 0.08 0.10 -0.20 0.215
H 4.017636 -1.600325 -6.351649 -0.14 0.25 0.05 0.286
C 2.883125 -4.228191 3.797591 -0.23 0.32 0.10 -0.451
O 2.960410 -3.130525 4.691922 0.03 0.06 0.05 -0.535
H 3.721858 -4.898645 3.989753 -0.04 0.11 0.03 0.253
H 1.945658 -4.767621 3.955791 0.05 -0.17 -0.19 0.228
H 2.937283 -3.868534 2.766465 0.00 -0.24 -0.12 0.167
H 2.207962 -2.554351 4.500249 0.10 0.01 0.09 0.369
C -0.835068 4.031133 1.580322 -0.01 -0.32 0.21 -0.508
O -1.200481 3.720207 2.914925 0.13 0.04 0.08 -0.455
H -1.239628 5.011181 1.323799 0.01 -0.07 0.10 0.255
H 0.254734 4.055658 1.492047 0.02 0.08 -0.26 0.218
H -1.247597 3.280972 0.900662 0.11 0.11 -0.20 0.234
H -0.830549 2.849587 3.115645 -0.33 0.40 -0.01 0.329
C -2.524289 -3.880492 -4.838191 0.16 -0.11 0.21 -0.592
O -1.132331 -3.733787 -5.077590 -0.01 -0.14 -0.16 -0.486
H -3.072905 -3.458954 -5.681275 0.14 -0.03 0.04 0.221
H -2.771801 -4.940474 -4.739580 -0.24 0.05 0.02 0.283
H -2.799356 -3.346775 -3.924886 -0.22 -0.06 -0.03 0.274
H -0.670699 -4.113448 -4.317963 0.04 0.29 -0.18 0.296
C 2.086142 1.000820 0.266235 -0.41 -0.17 0.04 -0.567
O 0.820195 0.705847 -0.298101 0.10 0.22 -0.05 -0.405
H 2.682444 1.542284 -0.469537 -0.10 -0.04 0.02 0.292
H 1.957638 1.623210 1.156145 0.27 0.03 0.08 0.205
H 2.597256 0.071062 0.532135 0.23 0.09 0.11 0.240
H 0.314597 0.227222 0.373173 -0.09 0.16 -0.10 0.265
C 1.499861 0.638386 -10.651510 -0.22 0.23 0.00 -0.454
O 1.580522 1.728973 -9.746796 0.00 0.16 0.06 -0.482
H 2.334667 -0.037302 -10.463592 -0.07 0.13 0.05 0.130
H 0.559306 0.103157 -10.498501 0.07 -0.19 -0.16 0.259
H 1.557595 1.007875 -11.678754 0.01 -0.23 -0.10 0.272
H 0.832499 2.310726 -9.933343 0.23 -0.11 0.15 0.285
```
Forces are in eV/Å.

=====

no.,E_HOMO (eV)
1,-7.39
2,-5.76